Record 1
C2H4N2O2 in the gas phase in a non-equilibrium geometry. Source: the Open Molecules 2025 dataset; level of theory: ωB97M-V/def2-TZVPD.

Each line ends with the Löwdin charge.
Positions of all 10 atoms, in Å:
N 1.516 -0.533 -0.395  0.168
C 0.583 -0.275 0.568  -0.520
O 0.547 -0.807 1.642  0.111
N -0.454 0.803 0.126  0.099
C -1.565 0.098 -0.206  -0.371
O -1.425 -1.081 -0.450  0.028
H 2.460 -0.628 -0.041  0.115
H 1.406 0.033 -1.217  0.097
H -0.499 1.830 0.154  0.139
H -2.568 0.559 -0.181  0.134

* energy above the lowest of the compared OMol25 structures with the same formula, charge and spin: 132.82 kJ/mol
* LUMO level: 0.69 eV
* SMILES string: NC(=O)NC=O

Record 2
H5NO3Si in the gas phase in a non-equilibrium geometry. Source: the Open Molecules 2025 dataset; level of theory: ωB97M-V/def2-TZVPD.

Each line ends with the Löwdin charge.
Positions of all 10 atoms, in Å:
N -1.623 -0.063 -0.587  0.009
Si 0.211 0.030 -0.007  0.173
O 0.502 0.430 1.529  -0.068
O 1.032 1.221 -0.784  -0.133
O 0.991 -1.375 -0.337  -0.085
H -2.167 -0.443 0.059  -0.063
H -1.880 0.809 -0.854  -0.042
H 0.119 0.285 2.377  0.056
H 1.991 1.164 -0.439  0.109
H 0.823 -2.057 -0.956  0.044

* energy above the lowest of the compared OMol25 structures with the same formula, charge and spin: 86.08 kJ/mol
* LUMO level: 0.42 eV
* SMILES string: N[Si](O)(O)O

Record 3
A gas-phase ion, C10H13BNO3 (charge -1) in a non-equilibrium geometry. Source: the Open Molecules 2025 dataset; level of theory: ωB97M-V/def2-TZVPD.

Each line ends with the Löwdin charge.
Positions of all 28 atoms, in Å:
B -3.244 0.746 -0.628  -0.575
O -2.550 -0.562 -1.055  -0.102
C -1.185 -0.395 -0.825  -0.313
C -0.732 -1.382 0.261  -0.066
C 0.606 -2.022 -0.072  -0.314
C 0.610 -3.206 -0.934  -0.117
O 0.854 -3.306 0.473  -0.057
C -1.068 1.136 -0.445  -0.317
C 0.196 1.399 0.310  -0.222
C 1.381 1.474 -0.424  -0.036
C 2.585 1.629 0.225  -0.091
C 2.562 1.717 1.606  -0.098
C 1.341 1.652 2.242  -0.153
N 0.162 1.503 1.639  0.148
O -2.233 1.381 0.245  -0.044
H -4.307 0.479 -0.081  0.045
H -3.463 1.394 -1.673  0.051
H -0.586 -0.548 -1.739  0.142
H -0.637 -0.904 1.234  0.117
H -1.450 -2.193 0.291  0.124
H 1.459 -1.352 -0.150  0.131
H -0.358 -3.571 -1.240  0.113
H 1.501 -3.391 -1.516  0.100
H -1.063 1.672 -1.401  0.141
H 1.337 1.406 -1.499  0.114
H 3.500 1.676 -0.344  0.096
H 3.466 1.833 2.182  0.088
H 1.315 1.735 3.320  0.096

* energy above the lowest of the compared OMol25 structures with the same formula, charge and spin: 0.00 kJ/mol
* total charge: -1
* LUMO level: 3.11 eV

Record 4
C8H13NO4S in the gas phase in a non-equilibrium geometry. Source: the Open Molecules 2025 dataset; level of theory: ωB97M-V/def2-TZVPD.

Each line ends with the Löwdin charge.
Positions of all 27 atoms, in Å:
C 2.490 1.115 -0.151  0.004
C 1.827 -0.002 -0.999  -0.656
C 2.257 1.411 1.066  -0.191
C 2.205 0.068 -2.433  0.014
C -2.095 -0.859 -0.437  -0.066
C -1.777 1.417 0.568  -0.057
C -1.568 -0.658 2.003  -0.035
C -1.433 -0.012 0.578  -0.590
N 0.045 -0.218 0.327  -0.226
O 2.022 -1.238 -0.471  -0.216
O 0.289 -2.993 0.321  -0.404
O 2.169 1.710 2.208  0.159
O 0.403 0.095 -1.000  -0.076
S 0.881 -1.724 0.683  1.029
H 3.022 1.874 -0.725  0.132
H 2.016 1.127 -2.834  0.129
H 3.225 -0.164 -2.389  0.072
H 1.560 -0.743 -2.984  0.147
H -3.289 -1.036 -0.249  0.144
H -2.177 -0.474 -1.452  0.081
H -1.738 -1.922 -0.417  0.083
H -2.843 1.675 0.544  0.088
H -1.450 2.122 1.400  0.110
H -1.470 2.069 -0.288  0.097
H -0.781 -0.236 2.661  0.096
H -2.484 -0.688 2.550  0.080
H -1.307 -1.716 1.921  0.053

* energy above the lowest of the compared OMol25 structures with the same formula, charge and spin: 246.32 kJ/mol
* LUMO level: 0.64 eV